# 1
Below is a 4-piece molecular cluster, C31H60FN2O14P3S overall, with properties calculated with ωB97M-V/def2-TZVPD.

## Properties
gap between HOMO and LUMO = 3.70 eV
E = -106168.5424 eV
HOMO level = -0.412 Eh
net charge = +2

Geometry (Å):
1 C -3.9617 7.3236 3.5886
2 C -4.2864 6.7190 2.2193
3 F -4.2554 7.7228 1.2729
4 N -5.6654 6.1619 2.1370
5 C -6.6758 6.9743 2.5157
6 C -7.9781 6.5534 2.4448
7 C -8.2707 5.2544 1.9576
8 C -9.7219 4.8839 1.8709
9 C -10.3940 4.4062 3.0189
10 C -11.7300 4.1129 2.9343
11 N -12.4355 4.2632 1.7975
12 C -13.8640 3.9596 1.8672
13 S -14.6321 5.5153 2.5614
14 O -14.8655 5.3152 3.9563
15 O -13.6411 6.5412 2.3443
16 C -11.8161 4.6873 0.6885
17 C -10.4757 5.0023 0.6952
18 C -7.2095 4.4243 1.6006
19 C -5.9214 4.9284 1.7133
20 H -4.5053 8.2738 3.6963
21 H -4.1754 6.6241 4.4110
22 H -2.8936 7.5807 3.6362
23 H -3.5156 5.9964 1.9138
24 H -6.4775 7.9859 2.8693
25 H -8.7989 7.2008 2.7569
26 H -9.8494 4.2843 3.9553
27 H -12.2410 3.7607 3.8334
28 H -14.0824 3.1825 2.6108
29 H -14.3095 3.7372 0.8894
30 H -15.7311 5.8709 1.8274
31 H -12.4243 4.7807 -0.2132
32 H -10.0236 5.3733 -0.2246
33 H -7.3887 3.4187 1.2229
34 H -5.0852 4.2812 1.4409
35 O 1.8502 6.5383 0.1896
36 P 1.2572 5.2458 0.6357
37 O 1.0584 4.4315 -0.7705
38 C 2.2066 4.0748 -1.5383
39 C 2.9989 2.9638 -0.8772
40 O -0.3030 5.7303 0.8817
41 C -0.6297 7.1154 0.9184
42 C -0.9473 7.6499 -0.4674
43 O 0.9103 3.9106 1.5647
44 C 1.8819 3.3531 2.4618
45 C 2.8102 4.3727 3.0864
46 H 2.8394 4.9490 -1.7120
47 H 1.8443 3.7348 -2.5089
48 H 3.4852 3.3276 0.0346
49 H 3.7789 2.5880 -1.5398
50 H 2.3486 2.1368 -0.6019
51 H 0.1692 7.6861 1.3907
52 H -1.5118 7.2219 1.5600
53 H -0.2434 7.2938 -1.2166
54 H -0.9358 8.7412 -0.4706
55 H -1.9385 7.3137 -0.7816
56 H 2.4538 2.5820 1.9401
57 H 1.3266 2.8413 3.2504
58 H 3.3342 4.9637 2.3253
59 H 3.5613 3.8729 3.6977
60 H 2.2534 5.0663 3.7198
61 O 3.6246 -1.3878 0.4965
62 P 2.9969 -2.6637 0.9565
63 O 2.8234 -3.5013 -0.4431
64 C 3.9848 -3.8848 -1.1728
65 C 4.7488 -4.9982 -0.4806
66 O 1.4455 -2.1549 1.1613
67 C 1.1396 -0.7659 1.1646
68 C 0.8581 -0.2551 -0.2385
69 O 2.6121 -3.9762 1.8998
70 C 3.5499 -4.5301 2.8308
71 C 4.4749 -3.5123 3.4638
72 H 4.6328 -3.0198 -1.3406
73 H 3.6441 -4.2339 -2.1481
74 H 5.2165 -4.6294 0.4388
75 H 5.5403 -5.3889 -1.1212
76 H 4.0799 -5.8166 -0.2124
77 H 1.9423 -0.1999 1.6393
78 H 0.2513 -0.6312 1.7865
79 H 1.5655 -0.6369 -0.9729
80 H 0.8896 0.8351 -0.2608
81 H -0.1329 -0.5790 -0.5620
82 H 4.1253 -5.3175 2.3384
83 H 2.9666 -5.0203 3.6122
84 H 5.0275 -2.9414 2.7074
85 H 5.2020 -4.0116 4.1041
86 H 3.9100 -2.8010 4.0696
87 O 6.7948 -10.7514 -5.0151
88 P 7.0829 -9.3640 -4.5257
89 O 7.9896 -9.8114 -3.2091
90 C 9.2261 -10.4799 -3.4089
91 C 10.2982 -9.5527 -3.9541
92 O 5.6725 -9.0381 -3.7550
93 C 4.4956 -9.7943 -4.0484
94 C 4.3952 -11.0308 -3.1722
95 O 7.5392 -7.7781 -4.2262
96 C 8.2832 -7.0217 -5.1851
97 C 7.9618 -7.3552 -6.6269
98 H 9.0911 -11.3408 -4.0700
99 H 9.5406 -10.8590 -2.4354
100 H 10.0720 -9.2670 -4.9868
101 H 11.2749 -10.0387 -3.9516
102 H 10.3581 -8.6410 -3.3582
103 H 4.4635 -10.0536 -5.1063
104 H 3.6395 -9.1437 -3.8593
105 H 5.3474 -11.5501 -3.0792
106 H 3.6581 -11.7273 -3.5756
107 H 4.0899 -10.7497 -2.1627
108 H 9.3516 -7.1443 -4.9923
109 H 8.0576 -5.9690 -5.0016
110 H 8.1026 -8.4229 -6.8365
111 H 8.6121 -6.7935 -7.2978
112 H 6.9249 -7.1051 -6.8592



# 2
Below is a 3-piece molecular cluster, C31H60N2O11S2 overall, with properties calculated with ωB97M-V/def2-TZVPD.

## Properties
gap between HOMO and LUMO = 9.53 eV
E = -80288.1912 eV
HOMO level = -0.335 Eh
net charge = 0

Geometry (Å):
1 C 2.6637 4.9041 1.7380
2 C 1.6627 4.0706 2.5718
3 C 0.4264 3.6000 1.8114
4 C -0.2812 4.7300 1.0464
5 N -0.0091 4.7371 -0.3882
6 C -0.5429 3.6552 -1.1703
7 O 0.3887 2.7542 -1.7127
8 C 1.7787 2.9990 -1.5135
9 C 2.3710 4.0690 -2.4098
10 C -1.6535 2.8218 -0.5226
11 C -2.4318 1.8666 -1.4648
12 C -3.7237 1.5018 -0.6823
13 O -4.5993 2.6108 -0.6177
14 C -5.9251 2.3337 -1.0389
15 C -6.8201 3.4975 -0.6064
16 C -6.0697 4.8343 -0.6834
17 C -1.6527 0.5542 -1.6618
18 C -1.7142 -0.4472 -0.6984
19 C -0.9534 -1.5811 -0.9773
20 C -0.2047 -1.6366 -2.1176
21 N -0.1219 -0.7069 -3.0724
22 C -0.8506 0.3712 -2.7754
23 C -2.9145 2.5169 -2.7543
24 S -3.7008 1.3249 -3.9042
25 O -1.8735 3.2371 -3.4736
26 S -1.3374 4.4694 -2.6273
27 O -2.4141 5.2845 -2.1509
28 O -0.3849 5.1713 -3.4208
29 H 2.2655 5.1600 0.7586
30 H 3.6124 4.3980 1.5941
31 H 2.8507 5.8445 2.2490
32 H 2.1889 3.2372 3.0306
33 H 1.3044 4.6988 3.3848
34 H 0.6057 2.7273 1.1867
35 H -0.2960 3.2717 2.5622
36 H 0.1587 5.6495 1.4316
37 H -1.3365 4.7989 1.3123
38 H -0.2833 5.6167 -0.8068
39 H 2.0530 3.1438 -0.4726
40 H 2.2618 2.0684 -1.8095
41 H 2.0466 5.0577 -2.1027
42 H 2.0833 3.8897 -3.4376
43 H 3.4528 4.0470 -2.2857
44 H -2.3831 3.4335 0.0022
45 H -1.1846 2.1789 0.2185
46 H -3.4498 1.2702 0.3447
47 H -4.1960 0.6426 -1.1591
48 H -5.9572 2.3039 -2.1350
49 H -6.2859 1.3788 -0.6566
50 H -7.7137 3.5414 -1.2188
51 H -7.0487 3.3409 0.4465
52 H -5.3644 4.8607 -1.5122
53 H -5.4975 5.0173 0.2186
54 H -6.7552 5.6660 -0.8273
55 H -2.2646 -0.4066 0.2243
56 H -0.9475 -2.4188 -0.2971
57 H 0.3856 -2.5338 -2.2815
58 H -0.7988 1.1810 -3.4888
59 H -3.6788 3.2594 -2.5686
60 H -3.1047 1.7327 -5.0337
61 C 7.9856 -6.2064 -3.4748
62 O 6.6208 -5.8597 -3.5089
63 C 5.7842 -7.0017 -3.4448
64 C 4.3498 -6.5955 -3.1875
65 O 4.0673 -6.3504 -1.8163
66 C 4.5314 -5.1129 -1.2941
67 C 3.6889 -3.9279 -1.7126
68 O 4.0679 -3.4780 -2.9999
69 C 3.1426 -2.5485 -3.5200
70 H 8.2448 -6.8703 -4.3078
71 H 8.5646 -5.2892 -3.5626
72 H 8.2406 -6.6928 -2.5258
73 H 6.1230 -7.6722 -2.6454
74 H 5.8427 -7.5290 -4.4077
75 H 3.7117 -7.4379 -3.4623
76 H 4.0630 -5.7450 -3.8089
77 H 5.5842 -4.9519 -1.5335
78 H 4.4482 -5.2143 -0.2098
79 H 3.8413 -3.1052 -0.9985
80 H 2.6291 -4.2142 -1.7102
81 H 2.1615 -3.0171 -3.6556
82 H 3.5078 -2.2176 -4.4896
83 H 3.0458 -1.6797 -2.8588
84 C -0.2919 0.0464 2.9253
85 O -1.0298 -0.8008 3.7744
86 C -1.9382 -1.6125 3.0518
87 C -2.4877 -2.7120 3.9333
88 O -1.6237 -3.8331 4.0410
89 C -0.5006 -3.6789 4.8996
90 C -0.8492 -3.7646 6.3690
91 O -1.3276 -2.5157 6.8382
92 C -1.8961 -2.6211 8.1237
93 H -0.9577 0.7025 2.3484
94 H 0.3578 0.6609 3.5457
95 H 0.3301 -0.5424 2.2402
96 H -1.4344 -2.0572 2.1836
97 H -2.7669 -0.9755 2.7052
98 H -3.3937 -3.0961 3.4595
99 H -2.7648 -2.3275 4.9168
100 H 0.0446 -2.7598 4.6770
101 H 0.1542 -4.5197 4.6627
102 H 0.0526 -4.0279 6.9396
103 H -1.6095 -4.5406 6.5202
104 H -2.7751 -3.2760 8.1074
105 H -2.2071 -1.6254 8.4328
106 H -1.1669 -3.0065 8.8456



# 3
Below is C31H60O16S6 as an isolated structure, with properties calculated with ωB97M-V/def2-TZVPD.

## Properties
energy above the lowest of the compared OMol25 structures with the same formula, charge and spin = 2648.31 kJ/mol
gap between HOMO and LUMO = 7.33 eV
E = -130861.2279 eV
HOMO level = -0.283 Eh
net charge = 0

Geometry (Å):
1 C -1.3912 -2.2703 2.7380
2 C -0.6354 -3.5295 3.0747
3 C 0.2593 -3.9798 1.9144
4 O 1.5997 -4.0277 2.3408
5 C 1.5809 -3.5149 3.6516
6 O 2.5790 -3.4880 4.3784
7 O 0.3276 -3.1727 3.9893
8 H -0.7859 -1.4209 2.4216
9 H -1.8838 -1.9406 3.6528
10 H -2.0695 -2.5174 1.9213
11 H -1.2548 -4.3182 3.5018
12 H 0.2065 -3.1844 1.1709
13 H -0.0884 -4.9637 1.5995
14 C -0.3865 -1.3293 -0.0653
15 C 0.2816 -0.0621 0.5414
16 O 0.6484 -0.1017 1.7100
17 C 0.2996 1.2031 -0.3418
18 H -0.7396 -2.0300 0.6913
19 H 0.3861 -1.7771 -0.6903
20 H -1.2462 -0.9847 -0.6400
21 H 0.4243 2.1438 0.1944
22 H -0.5493 1.1557 -1.0238
23 H 1.2080 1.1631 -0.9430
24 C -0.2552 1.2802 4.1272
25 C -1.1473 0.0879 3.7000
26 C -2.4191 0.7946 3.1163
27 S -1.8405 2.3961 2.3216
28 O -2.4588 3.5570 2.9753
29 O -1.8600 2.2376 0.8178
30 C -0.0679 2.1720 2.8732
31 H 0.6897 0.9217 4.5355
32 H -0.7584 1.8254 4.9258
33 H -1.4407 -0.5395 4.5416
34 H -0.5574 -0.4441 2.9536
35 H -3.0967 1.0385 3.9345
36 H -3.1158 0.2780 2.4562
37 H 0.4020 3.1511 2.9665
38 H 0.3748 1.7390 1.9762
39 C 4.1185 2.8512 0.1977
40 C 4.0786 4.2615 -0.4773
41 C 2.8305 5.0381 0.0008
42 S 1.5345 3.7137 0.2907
43 O 0.5685 3.7242 -0.8022
44 O 1.2069 3.7505 1.7047
45 C 2.6678 2.3435 -0.0278
46 H 4.2685 2.9852 1.2690
47 H 4.9423 2.2507 -0.1882
48 H 4.1483 4.2449 -1.5650
49 H 4.9825 4.7581 -0.1245
50 H 2.3563 5.7910 -0.6288
51 H 3.0610 5.5714 0.9231
52 H 2.5632 2.1598 -1.0971
53 H 2.4082 1.4465 0.5344
54 C -2.2593 0.5340 -0.8597
55 C -2.5386 2.0154 -0.7011
56 C -3.6268 2.3412 -1.7141
57 S -4.7625 0.8786 -1.6937
58 O -4.9550 0.4895 -3.0915
59 O -5.9631 1.1214 -0.8858
60 C -3.5593 -0.2722 -0.7724
61 H -1.5418 0.1663 -0.1262
62 H -1.7718 0.3837 -1.8230
63 H -1.6429 2.6103 -0.8799
64 H -2.8465 2.2491 0.3180
65 H -3.2190 2.2753 -2.7228
66 H -4.2083 3.2631 -1.7073
67 H -3.6691 -1.2970 -1.1270
68 H -3.9595 -0.2177 0.2400
69 C -1.6662 -2.8698 -0.5304
70 C -2.8914 -3.7709 -0.7226
71 C -2.5690 -4.7476 -1.8250
72 S -1.6111 -3.7663 -3.0654
73 O -2.4604 -3.3998 -4.1466
74 O -0.2840 -4.2944 -3.3149
75 C -1.3622 -2.2906 -1.9657
76 H -0.9067 -3.4847 -0.0475
77 H -1.8980 -2.0668 0.1692
78 H -3.7475 -3.1678 -1.0248
79 H -3.3052 -4.1202 0.2234
80 H -3.3467 -5.2785 -2.3739
81 H -1.7647 -5.4496 -1.6053
82 H -2.1326 -1.5960 -2.3006
83 H -0.4046 -1.7777 -2.0556
84 C 3.2241 -0.9936 0.2073
85 C 2.4855 -1.3172 1.4477
86 C 3.4450 -2.0919 2.3618
87 S 4.4227 -3.1791 1.1258
88 O 3.8506 -4.4964 1.0750
89 O 5.8808 -2.9801 1.3168
90 C 3.9268 -2.2413 -0.3158
91 H 4.0229 -0.2631 0.3349
92 H 2.5686 -0.5912 -0.5651
93 H 1.5623 -1.8160 1.1525
94 H 2.0355 -0.4145 1.8608
95 H 3.0226 -2.7685 3.1047
96 H 4.1858 -1.4650 2.8580
97 H 3.2483 -2.9284 -0.8214
98 H 4.6781 -2.1723 -1.1025
99 C 0.8286 2.0268 -2.5758
100 C -0.7608 1.7727 -2.7786
101 C -1.2354 2.5181 -4.0522
102 S 0.1729 2.3499 -5.2238
103 O 0.2803 3.5753 -5.9923
104 O -0.0344 1.0966 -5.9560
105 C 1.4380 2.1561 -3.9849
106 H 1.2789 1.2324 -1.9807
107 H 0.9842 2.9312 -1.9875
108 H -1.3329 2.2140 -1.9625
109 H -0.9864 0.7071 -2.7399
110 H -1.3255 3.5846 -3.8461
111 H -2.0919 2.1873 -4.6397
112 H 1.9856 3.0985 -3.9971
113 H 2.1582 1.3695 -4.2099



# 4
Below is a 8-piece molecular cluster, C31H61F13O10S2 overall, with properties calculated with ωB97M-V/def2-TZVPD.

## Properties
gap between HOMO and LUMO = 8.87 eV
E = -110607.5627 eV
HOMO level = -0.358 Eh
net charge = 0

Geometry (Å):
1 O -2.8247 -1.1784 3.8750
2 C -2.4120 -0.1310 3.4351
3 O -2.6645 1.0961 3.9979
4 C -2.0989 2.0633 3.1993
5 O -2.2269 3.2569 3.3888
6 C -1.3351 1.3912 2.1085
7 C -0.5036 2.1399 1.1303
8 C 0.9774 1.6692 1.1834
9 C 1.4902 1.4239 -0.2156
10 F 1.4501 2.6199 -0.8618
11 F 0.7273 0.5964 -0.9363
12 C 2.9790 0.9926 -0.3166
13 F 3.4591 1.3298 -1.5140
14 F 3.6497 1.7204 0.5932
15 C 3.2811 -0.5055 -0.0073
16 F 2.1865 -1.0191 0.5888
17 F 4.2687 -0.6040 0.8806
18 C 3.5465 -1.4041 -1.2486
19 F 2.7513 -1.0417 -2.2497
20 F 3.2231 -2.6563 -0.9070
21 S 5.3488 -1.4566 -1.8278
22 F 5.0745 -2.8269 -2.5544
23 F 5.7366 -2.2185 -0.5149
24 F 5.6388 -0.0720 -1.1417
25 F 5.0018 -0.7001 -3.1675
26 F 6.8485 -1.5241 -2.2719
27 C -1.5577 0.0915 2.2254
28 S -1.0397 -1.2441 1.2234
29 H -0.9079 2.1216 0.1284
30 H -0.5128 3.1700 1.4530
31 H 1.0816 0.8071 1.8212
32 H 1.5683 2.4750 1.5901
33 H -0.1180 -1.9159 1.9347
34 C -5.8776 -2.1035 -2.1093
35 C -4.5206 -2.0021 -1.4354
36 C -4.2926 -3.1316 -0.4466
37 O -4.4034 -0.7500 -0.7574
38 H -6.6656 -2.0396 -1.3547
39 H -6.0340 -1.2796 -2.8044
40 H -5.9936 -3.0412 -2.6534
41 H -3.7326 -2.0129 -2.1915
42 H -5.0451 -3.1059 0.3463
43 H -3.3187 -3.0217 0.0295
44 H -4.3390 -4.1069 -0.9345
45 H -5.0905 -0.7189 -0.0827
46 C 6.1012 3.6957 3.5541
47 C 5.3793 2.5684 4.2737
48 C 6.2365 1.3131 4.3309
49 O 4.1375 2.2830 3.6220
50 H 6.3265 3.4087 2.5234
51 H 5.4777 4.5900 3.5133
52 H 7.0396 3.9465 4.0489
53 H 5.1214 2.8840 5.2855
54 H 6.4633 0.9579 3.3242
55 H 5.7055 0.5098 4.8388
56 H 7.1773 1.4993 4.8538
57 H 4.3437 1.9968 2.7273
58 C -10.2501 -1.5679 -5.4211
59 C -8.7681 -1.4034 -5.1191
60 C -7.9076 -1.8429 -6.2940
61 O -8.4178 -2.1421 -3.9487
62 H -10.4856 -2.6182 -5.6138
63 H -10.8515 -1.2491 -4.5692
64 H -10.5448 -0.9836 -6.2938
65 H -8.5584 -0.3590 -4.8849
66 H -8.0727 -2.9014 -6.5128
67 H -6.8498 -1.7187 -6.0606
68 H -8.1366 -1.2663 -7.1912
69 H -8.5942 -3.0703 -4.1302
70 C -4.8429 2.7129 -2.9415
71 C -3.3807 2.8867 -2.5582
72 C -2.4552 2.4938 -3.7005
73 O -3.0851 2.1148 -1.3986
74 H -5.0527 1.6657 -3.1753
75 H -5.4912 2.9970 -2.1124
76 H -5.1002 3.3209 -3.8106
77 H -3.1968 3.9261 -2.2824
78 H -2.5961 1.4407 -3.9587
79 H -1.4120 2.6217 -3.4089
80 H -2.6446 3.0956 -4.5908
81 H -3.2369 1.1835 -1.6060
82 C 8.0635 -2.6392 2.8979
83 C 6.7231 -2.6622 3.6174
84 C 6.0238 -4.0026 3.4486
85 O 5.8907 -1.6078 3.1377
86 H 7.9223 -2.7932 1.8241
87 H 8.5504 -1.6721 3.0283
88 H 8.7293 -3.4178 3.2725
89 H 6.8760 -2.4619 4.6786
90 H 5.8230 -4.1969 2.3910
91 H 5.0656 -4.0017 3.9685
92 H 6.6314 -4.8200 3.8391
93 H 5.7337 -1.7640 2.2015
94 C -9.9157 -1.2370 -0.8398
95 C -9.0637 -1.9271 0.2150
96 C -9.8770 -2.2894 1.4484
97 O -7.9582 -1.0965 0.5816
98 H -10.3305 -0.3021 -0.4511
99 H -9.3083 -0.9919 -1.7111
100 H -10.7418 -1.8737 -1.1602
101 H -8.6260 -2.8315 -0.2098
102 H -10.2860 -1.3885 1.9137
103 H -9.2492 -2.7836 2.1901
104 H -10.7055 -2.9523 1.1954
105 H -8.3130 -0.2865 0.9599
106 C 11.2394 2.8119 1.3666
107 C 9.7202 2.8590 1.4301
108 C 9.0991 2.7271 0.0473
109 O 9.2880 4.0681 2.0518
110 H 11.6220 3.6419 0.7663
111 H 11.6667 2.9068 2.3650
112 H 11.5897 1.8779 0.9248
113 H 9.3578 2.0521 2.0688
114 H 9.4153 3.5544 -0.5938
115 H 8.0109 2.7620 0.1121
116 H 9.3899 1.7905 -0.4311
117 H 9.5917 4.8052 1.5137



> Which of these has the highest net charge?

C31H60FN2O14P3S